# 1
A molecular structure, C28H26BrCl3HgN4O4Si. Source: OMol25; level of theory: the ωB97M-V functional and the def2-TZVPD basis.

Properties
Kohn-Sham gap (spin up / spin down)	5.0 / 7.5	eV
charge	-1
expectation value of S²	0.77
electronic energy	-6000.226154	a.u.
HOMO (spin up / spin down)	-0.101 / -0.191	hartree
2S+1	2

Structure (XYZ):
```
68
Properties=species:S:1:pos:R:3:forces:R:3:mulliken_charge:R:1
Hg 0.44348 -1.59257 -1.21547 0.01 -1.00 0.39 1.21
O -3.19733 -4.50225 -1.20639 0.74 0.32 -0.38 -0.75
C -4.07213 -4.18161 -0.26178 -0.51 -0.74 -0.83 0.58
C -5.18912 -5.03220 -0.11400 1.02 -0.10 -0.45 -0.86
C -6.08022 -4.76037 0.87341 -0.78 0.52 1.15 -0.18
C -5.99132 -3.63236 1.70252 1.27 0.13 -1.23 -1.13
C -4.93166 -2.74702 1.43041 -0.52 -0.20 0.82 -0.41
C -3.94633 -3.01928 0.47998 -1.13 0.37 0.41 -0.13
C -2.84202 -2.02401 0.21609 0.49 -0.08 1.08 1.04
O -2.03828 -2.32600 -0.79113 0.53 -0.06 -0.77 -0.95
N -2.09702 -2.01615 1.56302 0.18 0.00 -1.04 -0.20
N -1.01492 -1.26559 1.65156 0.61 0.16 -1.01 -0.03
C -0.63813 -0.82106 2.77280 1.14 0.80 0.35 -0.74
C 0.61541 -0.01116 3.04719 -1.94 -1.07 -0.17 0.61
Br 1.82680 -0.00680 1.61288 0.20 0.10 0.07 -0.11
C 0.69315 0.58088 4.24481 0.68 1.03 0.50 -0.62
C 1.71335 1.49068 4.87299 -0.74 -0.44 -0.40 1.04
C 2.79480 2.00975 4.14963 -0.14 -0.21 0.27 -0.57
C 3.75623 2.79507 4.76033 -1.42 -0.04 0.65 -0.72
C 3.60190 3.17947 6.07910 1.26 0.56 0.92 -0.39
C 2.48603 2.75847 6.76172 -0.95 -0.63 1.60 -0.31
C 1.54579 1.89968 6.21096 0.17 -0.10 -1.16 -0.56
H -2.55699 -3.68806 -1.23480 -0.12 -0.26 0.10 0.38
H -5.25729 -5.89853 -0.78918 -0.02 0.45 0.46 0.39
H -6.90949 -5.39599 1.08601 -0.49 -0.65 -0.20 0.36
H -6.74294 -3.48948 2.45619 -0.02 0.32 0.24 0.40
H -4.83855 -1.83000 2.02465 -0.12 -0.17 -0.24 0.32
H -3.28250 -1.00969 0.12621 -0.13 0.04 0.02 0.12
H -2.69912 -2.03352 2.36168 -0.37 0.02 0.70 0.37
H -1.28574 -1.00134 3.60623 -0.20 0.00 0.99 0.25
H -0.20338 0.44299 4.85921 0.33 -0.10 -0.11 0.17
H 2.85404 1.79077 3.10175 0.22 -0.05 -0.17 0.29
H 4.53214 3.21582 4.21350 1.42 0.40 -1.05 0.45
H 4.40398 3.76683 6.61909 -1.13 -0.58 -0.82 0.28
H 2.30154 2.98133 7.82073 0.43 0.32 -0.43 0.30
H 0.66945 1.57024 6.77264 0.34 0.07 -0.07 0.33
O -2.34906 4.81747 -2.22033 -0.04 -0.25 0.03 -0.55
C -0.96771 4.59909 -1.86910 -0.20 0.79 -0.85 -0.83
C -0.65966 3.15120 -1.82763 -1.17 -0.06 0.12 0.93
C -1.46958 2.28552 -1.03229 0.80 -0.07 0.02 -1.23
C -1.12834 0.98130 -0.94771 0.04 -0.94 -0.28 0.14
N -0.14742 0.40602 -1.69633 -0.61 0.57 0.55 -0.48
C 0.55664 1.21038 -2.54646 0.89 0.66 -0.16 0.57
C 0.31942 2.61338 -2.57625 -0.22 -0.72 0.18 -0.33
C 1.62568 0.65448 -3.29637 -1.28 -1.86 0.86 0.30
C 2.48035 1.36687 -4.12503 0.32 1.46 -0.84 -0.80
C 3.46582 0.73541 -4.80918 0.55 0.01 -0.36 0.86
C 4.42712 1.45510 -5.72371 -0.34 -0.87 -0.27 -0.86
O 4.19233 2.79856 -5.90544 -0.32 2.23 0.06 -0.54
C 3.65797 -0.64108 -4.62232 0.31 0.13 -0.33 -1.02
C 2.77127 -1.28045 -3.80457 -0.48 -0.95 0.61 -0.41
N 1.74274 -0.72577 -3.16527 0.85 1.30 -0.65 -0.38
H -2.64077 5.69660 -1.95075 0.33 -0.18 0.03 0.31
H -0.78289 5.04414 -0.90020 0.21 0.26 0.34 0.32
H -0.33503 5.07250 -2.64679 -0.08 -0.05 0.51 0.26
H -2.26653 2.62521 -0.42890 -0.70 0.55 0.42 0.47
H -1.64573 0.29018 -0.28349 0.08 0.23 -0.19 0.05
H 0.90331 3.24749 -3.20281 0.35 0.25 -0.35 0.21
H 2.37920 2.44745 -4.28455 -0.03 -0.54 0.19 0.53
H 4.43322 1.01472 -6.70547 -0.04 -0.87 -0.41 0.40
H 5.42173 1.31550 -5.33160 0.55 0.07 0.27 0.29
H 3.80801 3.02192 -6.76595 0.14 -0.51 0.50 0.30
H 4.47779 -1.15392 -5.11654 -0.17 -0.10 0.12 0.38
H 2.85524 -2.33974 -3.60170 0.20 -0.26 -0.19 0.41
Cl 1.23755 -5.32931 -1.61910 0.12 0.00 -0.21 -0.30
Si 1.36558 -3.70129 -0.35344 -0.80 0.50 0.04 0.38
Cl 0.49209 -4.41506 1.37885 0.06 0.11 -0.01 -0.27
Cl 3.35605 -3.46077 0.11593 0.41 -0.05 0.01 -0.29
```
Forces are in eV/Å.

# 2
A molecular structure, C28H26Cl2MoN3OSSi. Source: OMol25; level of theory: the ωB97M-V functional and the def2-TZVPD basis.

Properties
Kohn-Sham gap (spin up / spin down)	7.0 / 6.9	eV
charge	+1
electronic energy	-2998.223949	a.u.
HOMO (spin up / spin down)	-0.406 / -0.410	hartree
2S+1	1

Structure (XYZ):
```
63
Properties=species:S:1:pos:R:3:forces:R:3:mulliken_charge:R:1
Mo 0.01058 0.91412 -0.52801 -0.13 0.82 0.13 0.28
C -2.88126 -2.12781 1.00013 -0.01 -0.01 -0.04 -1.69
C -2.02769 -1.21437 0.19880 0.03 0.07 0.10 0.78
N -1.30832 -0.25620 0.68330 -0.14 -0.20 0.05 1.08
N -1.29932 -0.03801 2.04209 0.07 0.06 -0.02 -1.48
C -0.44268 0.89845 2.29163 -0.20 -0.33 0.01 0.58
O 0.19967 1.48252 1.26928 0.21 -0.03 0.07 -1.03
C -0.10979 1.31593 3.65149 0.06 0.17 -0.06 0.52
C -0.65546 0.64296 4.74550 -0.02 0.01 -0.04 -0.37
C -0.32287 1.04163 6.02599 0.00 -0.01 0.01 -0.72
C 0.55028 2.10614 6.22041 0.00 0.00 0.01 -0.36
C 1.09463 2.77482 5.13367 0.00 -0.01 -0.01 -0.73
C 0.76764 2.38132 3.84662 0.00 -0.01 0.01 -0.34
C -1.86251 -1.33433 -1.24193 0.00 0.00 -0.04 0.76
C -2.53529 -2.27111 -2.01595 -0.02 0.01 0.06 -0.92
C -2.30035 -2.32661 -3.37222 0.04 0.04 -0.06 -0.69
C -1.39285 -1.43335 -3.93330 -0.06 -0.04 0.03 -0.87
C -0.75334 -0.52523 -3.12178 -0.04 0.02 -0.06 -0.53
N -0.97044 -0.46762 -1.78953 -0.18 -0.13 -0.10 0.61
H -3.04860 -1.71169 1.98800 0.01 -0.02 0.01 0.39
H -3.83843 -2.29761 0.50780 -0.01 0.01 0.01 0.48
H -2.37230 -3.09051 1.10128 0.00 0.01 0.01 0.25
H -1.33055 -0.18431 4.57705 0.00 -0.01 0.01 0.47
H -0.74222 0.52231 6.87676 0.00 0.00 0.01 0.41
H 0.80781 2.41360 7.22522 0.00 0.00 0.00 0.41
H 1.77424 3.60153 5.28815 0.00 0.00 0.00 0.41
H 1.18830 2.89316 2.99204 0.00 0.00 0.00 0.43
H -3.22390 -2.95260 -1.53899 0.00 0.00 -0.01 0.45
H -2.81056 -3.05199 -3.99072 -0.01 -0.01 0.01 0.46
H -1.17865 -1.43974 -4.99211 0.01 0.01 0.00 0.47
H -0.03819 0.17792 -3.52305 0.01 0.01 0.04 0.67
Cl -1.58052 2.84477 -1.38648 -0.07 -0.37 0.02 -0.05
C -0.57145 3.80834 -2.44181 0.19 0.17 -0.16 0.79
C -1.14404 4.92734 -3.01606 -0.05 -0.03 0.05 -0.83
C -0.36815 5.70380 -3.85954 0.03 -0.01 0.00 -0.37
C 0.94712 5.35310 -4.11627 -0.01 0.01 -0.01 -0.70
C 1.49442 4.22414 -3.52852 -0.08 0.04 0.01 0.15
Cl 3.13551 3.82836 -3.88421 0.03 -0.01 0.00 -0.19
C 0.74314 3.41858 -2.66429 -0.07 -0.10 0.08 0.22
S 1.48568 1.98659 -1.92314 0.30 -0.02 -0.08 -0.28
H -2.17239 5.18531 -2.80598 0.00 -0.01 0.01 0.46
H -0.79261 6.58546 -4.31854 0.01 0.00 -0.01 0.39
H 1.56001 5.95153 -4.77514 0.01 0.00 0.00 0.43
C 2.45965 -1.32154 -2.19196 0.01 0.05 -0.03 -1.22
Si 1.75241 -0.93541 -0.50200 -0.05 -0.17 -0.11 1.01
C 3.09714 -0.35094 0.65399 0.03 0.07 0.08 -1.20
C 0.96053 -2.50819 0.16286 0.04 -0.03 0.01 0.69
C 0.42875 -3.46730 -0.70364 0.01 -0.04 0.04 -0.19
C -0.15916 -4.63161 -0.22245 0.02 0.02 -0.04 -0.62
C -0.22142 -4.86176 1.14383 0.00 0.00 0.04 -0.70
C 0.29707 -3.92067 2.02503 0.00 0.02 0.00 -0.67
C 0.87794 -2.75850 1.53770 -0.02 0.01 -0.04 -0.30
H 3.16753 -2.14986 -2.11573 0.00 -0.01 0.03 0.43
H 2.98872 -0.45934 -2.60013 0.00 0.00 -0.01 0.37
H 1.69075 -1.61158 -2.90993 0.03 -0.02 -0.02 0.33
H 3.86392 -1.12065 0.76770 0.00 -0.01 -0.01 0.39
H 2.71388 -0.10336 1.64564 0.01 0.01 0.00 0.25
H 3.56875 0.54569 0.24684 0.02 0.01 0.02 0.35
H 0.49200 -3.31985 -1.77732 0.00 0.00 -0.01 0.35
H -0.54763 -5.36839 -0.91480 0.00 0.00 0.00 0.43
H -0.66043 -5.77576 1.52235 -0.01 0.00 0.00 0.41
H 0.25799 -4.09910 3.09200 0.00 0.00 0.00 0.43
H 1.28732 -2.04250 2.24236 0.00 0.00 0.01 0.32
```
Forces are in eV/Å.

# 3
A molecular structure, C28H26I3N6OReS2. Source: OMol25; level of theory: the ωB97M-V functional and the def2-TZVPD basis.

Properties
Kohn-Sham gap (spin up / spin down)	7.7 / 6.2	eV
charge	+3
expectation value of S²	3.79
electronic energy	-3253.242782	a.u.
HOMO (spin up / spin down)	-0.566 / -0.585	hartree
2S+1	4

Structure (XYZ):
```
67
Properties=species:S:1:pos:R:3:forces:R:3:mulliken_charge:R:1
Re 0.17076 -0.21132 -0.55207 -0.13 0.23 1.02 2.05
I -5.92860 1.62665 4.75695 0.39 -0.23 -0.44 0.31
C -4.61679 0.87312 3.33749 -0.44 0.29 0.53 -0.45
C -5.10638 0.09881 2.27299 0.00 -0.12 -0.16 -0.26
C -4.22927 -0.37011 1.34017 0.04 -0.22 -0.39 -0.73
I -4.86977 -1.50757 -0.28582 -0.02 0.16 0.25 0.15
C -2.80343 -0.08893 1.40978 -0.25 0.12 -0.03 -0.17
O -2.05228 -0.44200 0.46526 0.06 0.00 0.05 0.10
C -2.33360 0.62188 2.57560 0.13 -0.01 0.00 0.34
C -0.85469 0.80315 2.82121 -0.16 0.15 0.09 -1.13
N -0.01422 -0.09675 2.01925 0.28 -0.14 -0.53 -0.23
C 1.35596 -0.13247 2.52534 -0.03 0.00 0.07 -1.49
C 2.20271 -1.04428 1.68727 0.06 0.04 0.17 0.82
C 3.37198 -1.57462 2.21239 0.03 -0.09 -0.08 -1.00
C 4.14292 -2.42912 1.44398 -0.08 0.07 0.02 -0.64
C 3.70167 -2.74954 0.16452 0.00 -0.04 0.02 -1.05
C 2.53743 -2.18037 -0.29614 0.10 -0.12 -0.08 -0.59
N 1.79591 -1.32361 0.43675 -0.27 0.13 -0.32 0.70
C -3.23406 1.11337 3.47740 0.15 -0.03 0.00 -0.53
H -6.16169 -0.12392 2.19410 -0.01 0.05 0.03 0.44
H -0.67068 0.61843 3.88608 0.02 0.04 -0.01 0.65
H -0.55073 1.83770 2.63969 -0.01 -0.07 0.03 0.56
H -0.40415 -1.03131 2.10858 -0.02 -0.04 0.02 0.28
H 1.39219 -0.47404 3.56466 0.03 0.06 0.01 0.86
H 1.76882 0.88003 2.50388 -0.01 -0.01 0.04 0.32
H 3.66509 -1.32182 3.22283 -0.02 0.00 0.00 0.59
H 5.05976 -2.84837 1.83702 -0.01 -0.01 0.00 0.49
H 4.25161 -3.43721 -0.46271 -0.01 0.02 -0.01 0.52
H 2.16774 -2.41551 -1.28505 -0.04 0.04 0.02 0.56
H -2.88557 1.68432 4.32994 -0.01 -0.05 0.03 0.51
C -0.29748 -3.86446 0.07889 0.00 -0.09 0.02 -1.12
C -0.92240 -3.20210 -1.09867 -0.11 -0.20 -0.16 0.22
N -0.89248 -1.91637 -1.36730 0.21 0.25 0.16 0.98
C -1.64263 -1.59539 -2.48769 -0.10 -0.28 -0.09 -0.54
C -2.19214 -2.66922 -3.10509 0.08 0.00 0.03 -0.31
S -1.81512 -4.09995 -2.25180 0.10 0.24 0.12 -0.11
C -1.89003 -0.18424 -2.73687 -0.17 0.20 -0.09 -0.32
C -2.73262 0.36608 -3.64481 0.04 0.05 0.04 -0.29
S -2.90976 2.03541 -3.34505 0.25 -0.11 0.20 -0.10
C -1.82711 1.93929 -2.02455 -0.23 0.02 -0.26 0.24
N -1.35452 0.72541 -1.83273 0.31 -0.14 0.17 0.53
C -1.54103 3.14182 -1.19804 -0.02 0.02 0.02 -1.06
H 0.04281 -3.12579 0.79993 -0.03 -0.01 0.00 0.04
H 0.54838 -4.48612 -0.22019 0.01 0.03 0.02 0.36
H -1.02293 -4.51847 0.56281 0.01 0.01 0.01 0.50
H -2.81958 -2.68485 -3.98203 -0.01 -0.01 0.03 0.46
H -3.27711 -0.12284 -4.43672 -0.02 -0.01 0.04 0.47
H -2.16964 3.97289 -1.51156 0.01 0.01 0.02 0.63
H -0.50203 3.45452 -1.29362 0.01 0.01 -0.02 0.22
H -1.75983 2.92987 -0.14945 -0.03 0.03 -0.05 0.16
C 2.55484 -0.30220 -4.47150 0.35 0.04 -0.53 -1.52
C 1.80668 -0.28487 -3.24490 -0.29 0.00 0.22 0.88
N 1.20664 -0.27041 -2.26623 0.34 -0.09 -0.30 0.02
H 3.57865 -0.63164 -4.28344 -0.04 -0.01 0.04 0.36
H 2.58673 0.69409 -4.91573 -0.04 -0.01 0.06 0.36
H 2.09811 -0.98874 -5.18657 -0.04 -0.01 0.07 0.37
I 0.91602 5.30476 1.90979 0.17 -0.29 -0.20 0.18
C 1.79368 3.71067 0.87156 -0.18 0.24 0.18 -1.16
C 3.11552 3.72933 0.44753 -0.03 -0.06 0.00 -0.10
C 3.60881 2.60477 -0.20076 0.02 0.01 0.03 -1.12
C 2.77709 1.52854 -0.43499 0.12 0.11 0.02 -0.17
N 1.48523 1.52132 -0.05934 -0.39 -0.28 -0.10 0.41
C 1.02442 2.59051 0.60226 -0.04 0.18 0.10 -0.54
H 3.75119 4.58663 0.62652 -0.01 0.00 0.02 0.49
H 4.64137 2.56165 -0.51917 -0.01 0.00 -0.01 0.50
H 3.16363 0.64391 -0.91773 -0.07 -0.05 -0.04 0.44
H 0.00003 2.55157 0.93591 0.05 -0.04 -0.12 0.69
```
Forces are in eV/Å.

# 4
A molecular structure, C28H26MoN6O4S. Source: OMol25; level of theory: the ωB97M-V functional and the def2-TZVPD basis.

Properties
Kohn-Sham gap (spin up / spin down)	5.5 / 5.6	eV
charge	+2
expectation value of S²	2.02
electronic energy	-2178.097810	a.u.
HOMO (spin up / spin down)	-0.485 / -0.485	hartree
2S+1	3

Structure (XYZ):
```
66
Properties=species:S:1:pos:R:3:forces:R:3:mulliken_charge:R:1
Mo 1.68938 -0.02551 0.16335 0.34 0.44 0.13 -0.57
O 5.42014 -1.26143 1.54635 -0.01 -0.01 0.03 -0.54
C 4.38572 -1.11893 0.96853 0.02 0.01 -0.11 0.03
N 3.25763 -0.40990 1.40433 -0.14 -0.10 -0.05 0.38
C 3.14663 -0.02905 2.75829 -0.09 0.03 0.04 -0.07
O 3.76511 -0.46481 3.67999 0.03 0.00 0.00 -0.50
C 2.09225 1.03473 2.91886 0.04 -0.05 -0.05 0.56
C 1.87470 1.69415 4.10568 0.01 0.00 0.00 -0.76
C 0.90668 2.69093 4.13519 0.00 0.00 -0.01 -0.49
C 0.20204 2.99391 2.97785 0.01 0.00 0.01 -0.94
C 0.47536 2.28918 1.82168 0.06 0.03 0.05 -0.55
N 1.39793 1.31491 1.80260 -0.17 0.20 0.07 0.56
C 4.13820 -1.68016 -0.40377 -0.01 0.03 0.05 0.58
C 5.07580 -2.46318 -1.03925 0.00 0.00 0.03 -0.81
C 4.76969 -2.97633 -2.29075 -0.02 0.01 -0.01 -0.33
C 3.53418 -2.68449 -2.85230 0.02 -0.01 0.00 -0.99
C 2.64539 -1.88584 -2.16061 0.02 -0.01 0.02 -0.38
N 2.94538 -1.38305 -0.94976 0.01 -0.21 -0.17 0.61
H 2.46796 1.42568 4.96909 0.00 0.00 0.00 0.58
H 0.71393 3.23674 5.04908 0.00 0.00 0.00 0.49
H -0.54312 3.77634 2.96197 0.00 0.00 0.00 0.50
H -0.03137 2.50280 0.88890 0.04 0.00 0.01 0.83
H 6.01288 -2.65637 -0.53519 0.00 0.00 -0.01 0.58
H 5.47856 -3.60148 -2.81668 0.00 0.00 0.00 0.47
H 3.24916 -3.07832 -3.81739 0.00 0.00 0.00 0.47
H 1.66831 -1.65283 -2.55629 -0.02 0.02 0.01 0.59
N 2.74995 2.69405 -3.50435 0.01 -0.01 0.00 -0.40
C 2.04199 1.90201 -2.71616 0.06 0.00 0.00 0.93
N 1.03209 1.20908 -3.20073 -0.07 -0.05 0.08 -0.28
S 2.50733 1.91328 -1.03360 -0.08 0.07 0.02 -0.43
H 2.51187 2.83796 -4.47436 0.00 0.01 0.00 0.22
H 3.53760 3.20291 -3.13520 0.00 0.00 0.00 0.24
H 0.77288 1.27900 -4.17415 -0.01 -0.01 0.01 0.23
H 0.44013 0.65872 -2.58636 0.04 -0.03 0.00 -0.07
C -5.35690 0.75043 -3.00537 0.02 0.00 0.00 -1.72
C -4.36616 0.92892 -1.88835 -0.01 0.02 -0.01 1.09
C -3.54210 2.05005 -1.87138 0.01 0.00 0.00 -1.09
C -2.63427 2.26487 -0.84382 0.00 -0.02 0.01 -0.90
C -2.54894 1.34348 0.18458 -0.01 0.01 0.01 -0.29
C -3.34717 0.20600 0.15827 0.03 -0.04 0.00 -0.88
N -3.20835 -0.73867 1.22273 -0.11 0.01 0.00 0.11
C -2.00714 -1.17493 1.69581 0.10 0.02 0.11 0.01
C -1.85518 -1.47102 3.06850 -0.03 0.00 -0.05 -0.77
C -0.65349 -1.87042 3.60992 0.08 0.00 -0.03 -1.00
C 0.48170 -2.00036 2.80842 -0.04 0.00 0.07 -0.71
C 0.34397 -1.74158 1.45784 0.08 -0.03 -0.11 -0.19
C -0.87710 -1.34518 0.88013 0.00 0.06 0.00 0.99
C -0.88712 -1.17742 -0.59629 0.19 -0.16 -0.05 0.50
O -1.67764 -1.57249 -1.38440 -0.08 0.08 0.00 -0.55
O 0.27573 -0.53281 -1.02978 -0.15 -0.14 -0.07 0.64
C -4.26041 -0.02662 -0.86563 -0.01 0.00 0.01 1.31
C -5.09958 -1.27166 -0.86256 0.00 0.01 0.00 -1.84
H -5.35803 1.61682 -3.66346 0.00 0.00 0.00 0.41
H -6.36867 0.61702 -2.62111 0.00 0.00 0.01 0.38
H -5.12078 -0.12961 -3.60669 -0.01 0.00 0.00 0.37
H -3.63647 2.78198 -2.66383 0.00 0.00 0.00 0.40
H -2.04112 3.17138 -0.82545 0.01 0.02 0.00 0.53
H -1.90569 1.50826 1.04179 -0.07 -0.04 -0.03 0.78
H -3.98187 -0.80358 1.86736 -0.01 0.00 -0.02 0.27
H -2.71734 -1.35744 3.71497 -0.01 0.00 0.00 0.44
H -0.59309 -2.08540 4.66833 0.00 0.00 0.00 0.47
H 1.42100 -2.34606 3.21886 -0.01 -0.01 0.00 0.58
H 1.15706 -2.09170 0.80119 -0.09 -0.17 0.00 0.74
H -4.55099 -2.10635 -0.42959 0.00 0.00 0.01 0.37
H -5.40365 -1.55067 -1.86796 0.01 0.00 0.00 0.47
H -6.01256 -1.12994 -0.27785 0.00 0.00 0.00 0.36
```
Forces are in eV/Å.